No. 1
49
Properties=species:S:1:pos:R:3:forces:R:3:mulliken_charge:R:1 method="wB97M-V/def2-TZVPD" spin_multiplicity=1 e_lumo_ev=0.02 smiles=FC(F)C(F)(F)C(F)(F)C(F)(F)CP(CC(F)(F)C(F)(F)C(F)(F)C(F)F)CC(F)(F)C(F)(F)C(F)(F)C(F)F total_charge=0 homo_energy_ev=-7.9 gap_ev=7.97
F 2.720084 -0.448684 7.799911 -0.31 -0.80 -0.55 -0.27
F 2.522361 -2.569735 7.007435 -1.07 2.27 0.25 -0.26
F -1.381211 4.371835 -2.789822 0.06 -0.28 -0.75 -0.28
F -1.025959 4.191475 -0.702902 -0.63 0.39 0.78 -0.23
F 4.389522 -2.434779 -3.846597 0.23 1.81 -0.07 -0.23
F 4.929079 -0.212091 -4.288426 -0.90 -1.46 0.46 -0.25
F 1.742489 0.636494 5.609400 -0.65 -0.98 0.08 -0.28
F 2.998690 -1.042803 5.017052 -1.37 0.04 -0.43 -0.28
F -1.215179 1.716762 -1.696037 -0.34 0.00 -0.30 -0.13
F -3.128334 2.278216 -2.759586 1.46 0.23 0.53 -0.32
F 2.173122 -0.615155 -3.570803 1.36 -0.70 0.15 -0.27
F 3.207530 0.497904 -2.059620 1.42 -0.02 -0.52 -0.28
F 1.279097 -0.911301 2.743708 0.99 -0.37 0.93 -0.28
F -0.059140 0.550100 3.598040 0.93 -0.35 1.49 -0.32
F -1.344143 1.637150 1.265057 -3.01 -0.41 -2.20 -0.33
F -3.495868 1.302691 1.756668 0.90 -0.47 -1.54 -0.34
F 0.344127 -1.070858 -1.979864 0.04 0.03 -0.77 -0.30
F 1.237675 0.087272 -0.411043 1.04 1.49 -0.02 -0.26
F 0.763415 -2.760784 4.988102 0.37 1.60 -0.69 -0.29
F -0.526881 -1.237128 5.757254 0.31 0.77 0.29 -0.31
F -3.724780 3.213143 0.117722 1.17 -0.08 0.20 -0.35
F -4.334460 1.541839 -0.942262 -0.33 -1.84 -0.15 -0.31
F 3.579604 -1.541900 -0.450923 -0.46 -0.01 -0.01 -0.28
F 2.589339 -2.924646 -1.848853 -0.25 0.91 0.51 -0.33
P -0.999680 -1.243139 1.031719 1.27 -1.98 0.17 0.27
C 1.929607 -1.285426 7.063334 2.52 -0.08 -0.62 0.03
C -1.957614 3.993860 -1.641904 -1.02 -0.48 -0.60 0.12
C 4.541944 -1.153873 -3.358455 0.28 0.50 1.52 0.14
C -0.987632 -1.395560 2.924377 1.03 -0.66 -0.39 -1.33
C -2.446631 -0.337857 0.303528 -0.81 0.09 0.74 -1.27
C 0.627117 -2.036276 0.071338 -2.85 -0.58 -1.73 -1.40
C 1.798396 -0.718707 5.608690 2.96 -0.24 2.06 0.69
C -2.317666 2.486918 -1.645742 -0.33 -0.07 -1.12 0.62
C 3.202240 -0.728551 -2.649822 -2.38 0.48 -0.17 0.59
C 0.251593 -0.796954 3.620986 -2.02 0.91 -3.40 0.80
C -2.612118 1.152922 0.673678 1.50 0.56 2.83 1.16
C 1.216131 -1.117704 -0.948844 -0.64 -0.80 0.33 0.73
C 0.590104 -1.383278 5.006251 -0.97 -0.83 -1.47 0.42
C -3.215042 2.064100 -0.467344 -0.44 1.65 1.77 0.42
C 2.667213 -1.611907 -1.443892 -0.03 -0.20 -1.51 0.58
H 0.981451 -1.304592 7.489004 -1.54 -0.58 1.20 0.40
H -2.961262 4.502136 -1.604665 1.32 0.24 0.77 0.28
H 5.327738 -1.136092 -2.570153 -0.33 -0.35 -0.61 0.26
H -1.834565 -0.854154 3.271956 -0.81 0.50 0.19 0.47
H -1.083771 -2.396357 3.309070 -0.25 -0.73 -0.47 0.65
H -2.432291 -0.388140 -0.764904 0.55 -0.29 -0.80 0.54
H -3.422493 -0.857041 0.540802 1.09 0.58 0.12 0.42
H 0.430695 -3.001379 -0.489704 -0.38 1.07 0.95 0.48
H 1.414328 -2.232090 0.698329 1.31 -0.46 2.55 0.69


No. 2
173
Properties=species:S:1:pos:R:3:forces:R:3:mulliken_charge:R:1 method="wB97M-V/def2-TZVPD" spin_multiplicity=1 e_lumo_ev=-0.94 total_charge=0 homo_energy_ev=-7.8 gap_ev=6.87
C 2.271928 -0.834437 -3.611933 -0.03 0.35 0.38 -0.92
C 2.063650 0.449219 -3.362171 0.12 -0.08 -0.15 -0.42
C 1.320014 0.935669 -2.153199 0.03 -0.04 -0.76 -2.13
C 1.743934 2.293830 -1.573255 -1.39 -0.95 0.72 1.09
P 0.642576 2.465168 0.036177 0.20 1.67 0.60 0.04
O -0.856206 2.050359 -0.445115 0.30 -0.46 -0.16 -0.18
I 1.376457 0.497497 1.306628 -0.24 -0.70 0.43 -0.34
C 3.272070 2.415020 -1.282496 -0.80 -0.55 0.58 1.16
Br 3.422473 3.629615 0.305888 0.85 0.13 -0.33 -0.01
C 3.923899 1.080118 -0.873656 0.71 0.26 -0.31 -0.35
C 5.442091 0.869810 -0.884389 -0.02 0.28 -1.00 -1.23
O 6.203939 1.996225 -0.546069 0.02 0.56 -0.62 -0.32
C 6.006557 0.212945 -2.147043 0.17 -0.03 0.34 0.48
F 5.202025 0.278133 -3.221131 -0.32 0.13 -0.47 0.07
F 7.195485 0.699231 -2.515914 0.25 0.25 -0.18 -0.32
F 6.199603 -1.099423 -1.928545 -0.08 -0.35 0.03 -0.35
C 3.692859 3.142659 -2.511024 0.13 0.47 -0.24 0.12
Br 5.385292 3.397446 -3.165534 0.71 -0.23 0.60 0.01
N 2.719530 3.689615 -3.144082 0.26 -0.86 -0.77 -0.86
I 3.093508 4.804989 -4.805717 -0.96 0.63 -0.15 0.26
C 1.388062 3.496486 -2.485558 0.66 0.51 -0.29 1.29
C 1.244262 4.893947 -1.685199 0.10 0.11 0.05 0.65
O 0.167086 5.048715 -1.108413 -0.24 -0.11 0.48 -0.65
O 2.250292 5.600440 -1.745280 0.00 0.40 -0.18 -0.68
C 0.252452 3.271327 -3.461562 0.07 -0.03 -0.14 1.48
C 0.398277 2.727204 -4.733097 -0.33 0.11 0.37 0.28
C -0.737883 2.548681 -5.510112 0.18 -0.14 -0.26 -1.42
N -1.972845 2.887928 -5.152598 -0.21 0.09 0.22 -0.49
C -2.100605 3.410044 -3.930685 0.41 -0.19 -0.26 -0.98
C -1.037412 3.592560 -3.074844 -0.18 0.05 0.22 -0.98
H 3.044793 -1.134441 -4.290287 -0.19 -0.13 -0.74 0.23
H 1.701348 -1.601152 -3.112018 0.31 -0.14 0.38 0.38
H 2.476479 1.155526 -4.059995 0.50 0.29 0.13 -0.26
H 0.253450 0.965561 -2.347426 -0.28 0.16 -0.04 1.09
H 1.466985 0.176811 -1.398974 -0.14 -0.13 0.25 1.06
H -1.117827 1.184548 -0.102580 -0.34 -0.23 -0.21 0.23
H 3.485342 0.261411 -1.422927 -0.15 -0.14 -0.24 0.22
H 3.653789 0.932563 0.157328 -0.10 0.02 0.17 -0.05
H 5.612552 0.125569 -0.121669 -0.41 -0.17 -1.02 0.64
H 6.276231 1.988153 0.416323 0.02 -0.27 -0.02 0.38
H 1.347372 2.417068 -5.120365 0.21 -0.08 -0.28 0.27
H -0.619394 2.101567 -6.479841 -0.02 -0.01 -0.32 0.43
H -3.080617 3.698673 -3.596259 -0.32 0.06 0.01 0.71
H -1.217226 3.988587 -2.102527 -0.13 0.15 0.26 0.67
O -1.894037 5.992078 -7.402192 0.18 0.00 0.23 -0.64
H -1.963243 5.312468 -6.721234 -0.10 -0.07 -0.06 0.32
H -2.406589 5.643841 -8.136720 0.00 0.00 -0.03 0.28
O 8.175766 4.509845 -1.731859 0.00 -0.12 -0.12 -0.61
H 8.839201 4.531344 -2.428039 0.04 0.02 0.03 0.29
H 7.853909 3.599464 -1.724434 -0.04 -0.02 0.20 0.29
O 5.969577 0.439982 1.413730 0.32 0.09 2.79 -0.52
H 5.931959 0.752900 2.327519 -0.05 -0.16 0.09 0.26
H 6.683821 -0.220860 1.397154 0.35 -0.18 0.19 0.23
O -0.810254 1.383207 3.687861 -0.14 0.03 0.19 -0.42
H -0.806466 0.918763 4.532564 -0.05 -0.03 0.02 0.19
H -0.423066 2.245430 3.889021 0.03 0.03 -0.20 0.23
O -3.739323 1.067357 2.963238 -0.13 0.00 0.05 -0.65
H -3.381699 0.247943 2.601435 0.18 0.13 -0.08 0.33
H -2.949691 1.576571 3.205718 0.12 -0.22 0.01 0.35
O -5.165538 3.165883 -5.377327 -0.18 0.20 0.13 -0.74
H -4.263084 2.831815 -5.289469 0.25 0.03 -0.30 0.37
H -5.500879 3.130048 -4.474095 0.01 -0.26 0.02 0.36
O 0.383252 7.293404 -5.317774 0.03 -0.22 -0.09 -0.68
H 0.325221 6.627573 -4.624130 0.01 0.09 0.11 0.30
H -0.138869 6.922715 -6.040669 -0.10 0.12 -0.10 0.36
O 0.637330 -3.401319 -3.166359 -0.03 -0.09 -0.06 -0.45
H 0.776356 -4.047253 -2.462308 0.30 0.01 0.00 0.22
H -0.013888 -3.826521 -3.739193 0.07 0.08 0.01 0.25
O 5.199276 3.265460 3.828019 -0.02 -0.05 -0.11 -0.62
H 4.302365 3.433610 3.514857 0.00 -0.14 -0.02 0.31
H 5.764216 3.622004 3.134417 -0.02 0.07 0.02 0.32
O -6.153972 5.870317 -6.132118 -0.10 -0.04 0.05 -0.65
H -6.497662 6.287375 -5.338259 0.02 0.04 0.01 0.29
H -5.855137 4.993258 -5.846571 0.17 -0.06 -0.12 0.41
O -2.836389 3.110908 5.142803 -0.27 0.05 0.08 -0.63
H -3.691538 2.666029 5.201376 0.00 -0.05 -0.15 0.32
H -3.018124 3.908270 4.634816 0.08 0.08 0.05 0.27
O 0.274512 3.022969 -8.616687 -0.40 0.11 -0.05 -0.53
H 0.206616 2.381395 -9.328568 0.00 -0.03 -0.01 0.25
H 0.912258 3.669024 -8.945063 0.12 -0.23 0.14 0.30
O 1.404451 3.487662 4.026090 0.06 -0.06 0.15 -0.60
H 1.463877 3.063598 4.889654 0.12 -0.04 0.00 0.32
H 1.816940 4.347667 4.157631 -0.14 0.10 -0.06 0.28
O 2.997973 3.269270 -9.139085 0.37 0.22 -0.26 -0.59
H 3.257682 2.377454 -9.387302 -0.08 -0.06 0.06 0.30
H 3.538691 3.463995 -8.368666 -0.08 -0.05 0.10 0.27
O -2.437111 1.807537 7.657348 -0.10 -0.01 0.09 -0.61
H -2.470495 2.489869 6.973266 0.08 0.10 -0.04 0.36
H -2.474438 0.982881 7.161092 0.11 0.00 -0.04 0.31
O -5.646740 -1.480690 2.878543 -0.01 0.10 -0.28 -0.67
H -5.610274 -1.730083 1.945027 -0.03 -0.43 0.05 0.32
H -5.360844 -0.565212 2.840043 0.05 0.42 0.38 0.34
O -0.913466 0.744367 9.879568 0.01 -0.34 0.00 -0.61
H -1.779317 0.324648 9.912195 -0.10 0.15 0.11 0.33
H -1.088910 1.571800 9.412417 -0.04 -0.07 -0.16 0.28
O -7.544248 -2.261756 5.109016 -0.08 -0.22 0.25 -0.54
H -8.331855 -2.293117 4.559377 0.11 0.08 -0.22 0.34
H -6.866219 -1.917559 4.511887 0.11 -0.09 -0.17 0.26
O -9.900527 -0.563472 5.091900 -0.30 -0.21 0.03 -0.62
H -9.624804 -1.199611 5.761397 0.18 0.15 0.10 0.33
H -9.762201 0.289365 5.512840 0.00 0.05 -0.06 0.28
O -0.777963 -0.650879 6.858596 0.07 -0.14 0.07 -0.62
H -0.888091 -0.531540 7.812028 0.13 0.25 0.01 0.25
H -0.015770 -1.239013 6.788032 0.04 0.03 0.02 0.32
O -3.399429 4.857805 -1.176748 -0.20 0.04 0.02 -0.61
H -3.396251 4.534286 -0.271435 0.13 -0.02 0.02 0.30
H -2.855240 5.653231 -1.149479 0.11 -0.07 -0.04 0.30
O -5.459925 1.667694 -2.832427 -0.04 0.07 0.21 -0.64
H -6.258153 1.153730 -2.992628 0.01 -0.02 -0.07 0.29
H -5.648889 2.170643 -2.032316 0.01 0.05 -0.01 0.33
O 0.839290 -3.480311 0.667819 0.14 -0.02 0.01 -0.51
H 0.963462 -3.894502 1.527976 -0.16 0.14 0.13 0.31
H 1.187268 -2.587312 0.790546 -0.13 0.01 -0.12 0.19
O -1.329090 -5.263455 -3.113972 -0.19 -0.18 0.21 -0.63
H -2.104800 -5.826348 -3.197235 0.04 -0.06 -0.10 0.26
H -1.449721 -4.801513 -2.275458 0.02 0.08 -0.04 0.31
O 0.941558 -1.728211 11.074264 -0.11 -0.02 -0.02 -0.63
H 0.454998 -2.513348 10.808436 0.02 -0.04 0.03 0.31
H 0.289871 -1.017576 11.049800 0.10 0.14 -0.08 0.32
O 8.213524 -1.301990 1.459033 -0.19 0.41 -0.32 -0.64
H 8.477253 -2.205140 1.261759 0.00 -0.12 0.25 0.27
H 9.047669 -0.821934 1.528236 -0.02 0.11 0.18 0.27
O 2.645727 -3.211690 -5.598890 0.12 -0.12 0.03 -0.62
H 3.552195 -3.532103 -5.616039 -0.01 -0.03 -0.02 0.31
H 2.378910 -3.265728 -4.670078 -0.22 -0.03 -0.06 0.32
O -10.865472 -3.818702 3.758812 0.35 -0.21 0.15 -0.68
H -10.605473 -4.469916 4.427904 -0.25 0.01 0.07 0.35
H -10.725372 -2.970071 4.192347 -0.13 0.18 -0.17 0.32
O -0.420402 -2.449548 4.582167 0.10 0.06 0.05 -0.59
H -1.084409 -3.143856 4.541844 -0.02 -0.04 -0.04 0.30
H -0.830689 -1.746376 5.099126 -0.19 -0.07 -0.12 0.34
O 6.525126 1.101721 -5.766401 -0.13 0.11 -0.04 -0.68
H 7.396734 0.745449 -5.570485 0.02 0.00 -0.04 0.29
H 6.048919 1.031784 -4.932057 0.04 -0.09 0.08 0.30
O 9.730235 -3.160785 2.781329 0.40 -0.08 -0.10 -0.57
H 9.497897 -2.888039 3.672728 -0.17 0.00 -0.02 0.29
H 9.955762 -4.093370 2.871799 -0.19 -0.06 0.04 0.29
O -4.640182 -2.597718 0.246390 0.01 -0.22 -0.02 -0.61
H -4.233069 -3.420491 0.559969 -0.08 0.36 0.02 0.28
H -5.163171 -2.861072 -0.517617 -0.06 -0.02 -0.01 0.30
O 1.647702 -6.201525 -2.328682 -0.20 -0.01 0.02 -0.63
H 0.833939 -6.248782 -2.851705 0.01 -0.11 -0.02 0.34
H 2.335731 -6.428383 -2.961268 0.02 0.04 -0.03 0.31
O 8.445501 -5.682899 3.516436 0.10 -0.14 0.06 -0.60
H 8.620845 -6.417420 4.113099 -0.01 0.00 0.02 0.31
H 7.857250 -6.048379 2.848564 -0.02 0.06 -0.03 0.31
O -11.312070 -6.029043 5.583106 0.04 -0.08 -0.12 -0.64
H -10.893616 -6.841562 5.887822 0.09 0.06 0.05 0.32
H -11.860447 -6.293178 4.836600 -0.11 0.06 0.05 0.30
O 0.051297 -5.911561 2.533198 -0.11 0.01 -0.10 -0.65
H -0.751783 -5.945709 2.001626 0.03 0.13 -0.09 0.32
H 0.752210 -5.916900 1.872182 0.07 -0.20 0.02 0.30
O 0.440497 -8.107789 -4.370842 -0.05 -0.04 0.07 -0.61
H 0.581495 -8.732540 -3.652171 0.04 0.02 0.03 0.32
H -0.207494 -8.533768 -4.939850 0.02 0.03 -0.07 0.29
O -2.972189 -6.345313 3.692493 0.02 0.04 -0.08 -0.62
H -2.025419 -6.478948 3.590258 0.12 -0.06 0.18 0.31
H -3.158059 -6.599906 4.601570 -0.04 0.02 -0.03 0.31
O -8.554497 -5.710327 2.729736 -0.07 -0.08 0.04 -0.64
H -8.852862 -6.545552 2.359426 0.02 -0.01 -0.02 0.30
H -9.363169 -5.211471 2.899285 0.03 0.22 -0.11 0.37
O 3.290817 1.525983 -6.295613 0.24 0.03 0.03 -0.56
H 3.474410 0.584344 -6.400521 -0.10 -0.01 -0.01 0.28
H 4.163404 1.917475 -6.165391 0.05 -0.04 -0.04 0.24
O -9.219544 -4.644195 7.234488 0.02 0.12 -0.13 -0.66
H -10.026010 -4.682512 6.707575 0.01 -0.10 0.06 0.33
H -8.546327 -4.291199 6.638982 0.04 0.02 0.04 0.33
O -3.100914 -0.004022 -0.362326 -0.13 0.12 0.07 -0.53
H -3.801351 -0.669340 -0.332401 0.25 -0.13 0.09 0.22
H -3.534738 0.795549 -0.680211 0.08 0.00 -0.10 0.27
O 10.125897 0.651624 3.017274 -0.03 -0.03 -0.04 -0.58
H 10.204276 0.248388 3.886455 -0.01 -0.04 0.01 0.30
H 10.509407 1.527598 3.118541 0.00 0.03 -0.06 0.30


No. 3
33
Properties=species:S:1:pos:R:3:forces:R:3:lowdin_spin:R:1 method="wB97M-V/def2-TZVPD" spin_multiplicity=6 e_lumo_ev="2.75 / 2.57" relative_energy_kcal_mol=0.0 total_charge=-1 homo_energy_ev="-2.9 / -4.6" gap_ev="5.69 / 7.12"
C 2.000621 -1.855964 1.171238 -0.95 -0.42 0.11 0.14
C 2.120800 -1.851592 -0.229247 0.17 -0.07 -0.73 0.11
C 0.795579 -1.991314 -0.796230 0.24 -2.73 1.35 0.03
H 3.062541 -1.758089 -0.803390 -0.83 -0.07 0.49 0.00
C -0.121514 -2.131765 0.307590 1.64 -0.82 0.38 0.17
C 0.640010 -2.014879 1.530336 0.56 -1.05 -1.74 0.18
H 0.284899 -2.091752 2.537745 -0.24 0.00 0.00 0.01
H 2.819434 -1.786338 1.854809 0.25 0.29 0.28 0.01
H 0.580042 -2.135736 -1.831191 -0.19 -0.56 0.05 0.00
H -1.140350 -2.460929 0.210734 -0.29 0.42 0.05 0.01
Ru 0.729711 0.056847 -0.447041 -0.50 1.08 1.29 3.29
Cl 1.776693 1.797797 0.713432 1.15 1.15 1.78 0.24
C 1.253319 1.823057 -2.006162 -0.01 0.33 -1.59 0.10
C 0.032641 1.254370 -2.438714 0.43 1.38 -1.52 0.08
C 0.300890 -0.061148 -2.923546 0.43 0.37 -0.89 0.13
H -0.902404 1.842094 -2.571765 1.12 -0.67 0.19 0.00
C 1.683426 -0.320472 -2.718572 0.25 0.58 -1.99 0.12
C 2.267715 0.826236 -2.145989 0.85 0.76 -1.15 0.09
H 3.349558 1.030230 -2.056461 -0.85 -0.38 0.38 0.01
H 1.410335 2.901805 -1.863203 -0.12 -0.91 0.55 0.01
H -0.365744 -0.669295 -3.554618 0.19 0.14 0.89 0.01
H 2.223650 -1.190499 -3.135583 -0.40 0.52 0.71 0.01
Cl 0.461332 0.153709 3.605779 0.26 0.21 0.37 0.01
C -0.897856 0.480483 2.601016 -1.75 1.76 -0.83 0.02
C -0.835418 0.401475 1.207878 -0.22 -0.24 -0.16 0.13
C -1.947552 0.680748 0.449523 -1.50 1.31 1.61 0.02
Cl -2.105514 0.239219 -1.219643 -0.97 -0.96 0.29 0.06
C -3.060040 1.363934 0.980438 0.59 -1.15 1.01 0.01
Cl -4.406004 1.773499 -0.000983 -0.32 0.32 -0.12 0.01
C -3.144161 1.483532 2.384573 1.63 -0.57 -0.45 -0.01
Cl -4.572533 2.075530 3.067663 -0.77 0.44 0.60 0.00
C -2.068084 1.043292 3.208367 0.24 -0.61 -1.66 0.01
Cl -2.226025 1.091911 4.911202 -0.12 0.11 0.46 0.01


M across the listed records, respectively: 676.16, 1574.53, 516.04 u.